# 1
Formula: C19H20BBrN8O2Ru
Source: the OMol25 dataset
Level of theory: ωB97M-V/def2-TZVPD

Each line ends with the Mulliken charge.
Geometry (Å):
1 C -0.197 -0.597 4.044  -1.210
2 H -2.671 2.132 1.188  0.231
3 O -3.545 -1.529 -0.623  -0.662
4 N -2.580 1.736 0.262  -0.380
5 Ru 0.260 -0.049 -0.330  0.457
6 C -0.473 -0.768 2.692  -0.388
7 N -3.238 0.513 0.223  -0.240
8 H 3.014 4.552 1.027  0.549
9 H 4.816 0.305 -0.646  0.570
10 H 0.537 4.748 0.983  0.625
11 C 3.077 1.258 0.180  0.124
12 H 2.052 -5.621 0.103  0.459
13 C 2.577 2.506 0.596  0.452
14 H 0.194 2.884 -2.878  0.449
15 H -0.432 -1.262 4.855  0.435
16 H 1.973 2.862 3.154  -0.119
17 H -1.205 -2.838 -0.061  0.417
18 H -0.400 -5.184 -0.060  0.463
19 H 0.827 1.170 4.960  0.467
20 C 4.739 3.519 0.314  -0.470
21 H 0.043 3.349 2.865  -0.184
22 N 0.389 1.525 -1.383  -0.477
23 N 1.177 2.694 1.000  1.725
24 C 0.283 2.700 -1.803  -0.438
25 N -0.040 0.289 1.998  0.689
26 C 2.538 -3.535 0.208  -0.986
27 C 0.440 0.629 4.113  -0.242
28 N 0.526 1.143 2.879  -0.349
29 C -2.766 -0.610 -0.483  0.540
30 B 0.950 2.610 2.595  0.572
31 H 3.608 -3.675 0.279  0.477
32 H -4.241 0.530 0.308  0.251
33 C 2.828 -1.067 0.257  -0.112
34 C 0.309 -4.374 0.021  -0.994
35 Br 5.833 5.048 0.423  -0.144
36 C 0.248 3.882 -0.924  -0.771
37 H 3.886 -1.156 0.471  0.608
38 C 5.248 2.317 -0.155  -0.719
39 C -0.149 -3.066 0.021  0.015
40 C 4.424 1.218 -0.220  -0.657
41 H 6.280 2.246 -0.469  0.449
42 H -2.955 2.379 -0.426  0.238
43 H 0.650 1.881 0.664  -0.592
44 C 3.407 3.609 0.673  -0.492
45 C 1.676 -4.607 0.114  -0.336
46 N 0.681 -2.029 0.106  0.268
47 O -1.533 -0.653 -0.943  -0.626
48 N 2.275 0.108 0.149  0.288
49 H -0.101 4.805 -1.365  0.489
50 C 2.018 -2.239 0.190  0.362
51 H -0.977 -1.583 2.200  0.487
52 C 0.608 3.869 0.357  -0.569

orbital gap (alpha / beta)	7.08 / 6.84	eV
HOMO level (alpha / beta)	-11.766 / -11.711	eV
charge	+1
multiplicity	2
⟨S²⟩	0.951



# 2
Formula: C17H28FNSb
Source: the OMol25 dataset
Level of theory: ωB97M-V/def2-TZVPD

Each line ends with the Mulliken charge.
Geometry (Å):
1 C -0.884 0.510 0.270  -1.407
2 H 1.228 3.592 -2.908  0.360
3 H -4.636 0.761 1.057  0.268
4 H -1.890 0.989 0.308  0.441
5 H -4.459 -1.925 0.474  0.397
6 N 0.495 1.733 3.468  -0.731
7 H -1.421 -2.628 1.158  0.314
8 H -1.621 1.341 3.276  0.335
9 C 3.922 -0.190 -0.069  -1.356
10 H -3.532 -1.044 -1.991  0.390
11 C 1.783 2.830 -2.346  -0.572
12 C 1.353 -0.974 -1.557  -1.384
13 C 0.659 -2.937 1.054  -0.181
14 H -1.101 0.023 -2.453  -0.234
15 C -0.696 1.416 2.666  -0.825
16 H 2.721 -2.956 2.051  0.415
17 Sb -0.831 -1.173 -1.202  1.190
18 H 1.220 2.122 2.871  0.304
19 C 1.904 0.461 -1.612  0.553
20 H 3.350 -1.041 0.337  0.036
21 C -0.507 0.140 1.731  0.472
22 H -0.815 -2.485 -2.407  -0.260
23 H 3.285 4.203 -1.637  0.355
24 H -3.174 -2.590 -1.227  0.340
25 C 3.094 0.805 -0.890  1.118
26 H 4.362 0.359 0.789  0.404
27 H 2.023 -1.541 -0.895  0.346
28 C -3.720 -1.119 0.254  -0.070
29 H -0.904 -3.713 -0.122  0.519
30 C -0.646 -2.748 0.370  -1.238
31 H -3.043 -1.080 1.124  0.023
32 C -4.598 0.170 0.123  -0.563
33 H -5.629 -0.136 -0.152  0.318
34 C -3.041 -1.489 -1.102  -1.252
35 F -4.157 1.036 -0.891  -0.291
36 H -0.864 2.262 1.969  0.340
37 H 0.863 0.885 3.892  0.274
38 C 1.724 -2.913 1.640  -0.280
39 H 1.531 -1.379 -2.582  0.328
40 H 0.558 -0.159 1.802  0.048
41 C 1.289 1.509 -2.338  -0.362
42 C 3.578 2.133 -0.912  -0.610
43 H 0.387 1.339 -2.937  0.210
44 H 4.481 2.379 -0.334  0.288
45 H 4.747 -0.624 -0.674  0.286
46 C 2.934 3.165 -1.611  -0.605
47 H -1.115 -0.661 2.192  0.091
48 H -0.208 1.342 -0.030  0.461

orbital gap	7.09	eV
HOMO level	-3.882	eV
charge	-1



# 3
Formula: C2H6N2O2
Source: the OMol25 dataset
Level of theory: ωB97M-V/def2-TZVPD

Each line ends with the Mulliken charge.
Geometry (Å):
1 C 1.529 0.626 0.046  -0.820
2 N -1.347 0.891 -0.094  -0.665
3 H -0.892 -2.176 0.098  0.386
4 C 0.653 -0.568 -0.116  0.627
5 O 1.015 -1.729 -0.195  -0.686
6 O -1.519 -1.433 0.212  -0.486
7 H -1.952 1.075 0.706  0.237
8 H 0.810 1.432 0.342  0.295
9 H -1.914 0.881 -0.941  0.246
10 H 1.985 0.860 -0.914  0.259
11 H 2.311 0.432 0.774  0.256
12 N -0.679 -0.289 0.080  0.351

orbital gap	10.11	eV
HOMO level	-9.257	eV
charge	0
SMILES	CC(=O)N(N)O



# 4
Formula: C5H7O3P
Source: the OMol25 dataset
Level of theory: ωB97M-V/def2-TZVPD

Each line ends with the Mulliken charge.
Geometry (Å):
1 C -1.420 2.398 1.403  0.047
2 O -1.846 -0.475 -1.079  -0.736
3 H 0.209 -0.462 0.444  0.009
4 H -1.112 3.286 1.869  0.406
5 C 2.005 -0.122 -0.425  0.008
6 C -1.512 1.223 1.087  -0.778
7 H 1.858 -2.066 -1.249  0.196
8 H 0.519 -0.924 -1.888  0.272
9 H 1.398 0.436 1.549  0.243
10 H 2.310 -0.778 -2.515  0.235
11 C 1.163 0.020 0.545  -0.483
12 C 1.623 -1.035 -1.553  -0.758
13 O -2.043 -1.431 1.334  -0.797
14 P -2.400 -0.322 0.342  0.704
15 O -3.845 0.172 0.331  -0.780
16 H 3.092 0.079 -0.197  0.211

orbital gap	5.72	eV
HOMO level	0.490	eV
charge	-2



# 5
Formula: CH3N2OP
Source: the OMol25 dataset
Level of theory: ωB97M-V/def2-TZVPD

Each line ends with the Mulliken charge.
Geometry (Å):
1 H 1.419 -1.672 0.877  0.255
2 C -2.252 0.034 0.045  -0.281
3 H 0.092 2.104 -0.435  0.334
4 N -3.215 -0.287 -0.425  -0.361
5 N 1.338 -0.867 0.327  -0.432
6 P 0.403 0.492 0.812  0.556
7 O 0.673 1.422 -0.496  -0.374
8 H 1.542 -1.226 -0.704  0.302

orbital gap (alpha / beta)	8.52 / 8.52	eV
HOMO level (alpha / beta)	-9.704 / -9.705	eV
charge	0